Entry 1:
Density functional theory data (ωB97M-V/def2-TZVPD) for a 2-piece molecular cluster, C6H16N2O overall at a distorted geometry.

Geometry as XYZ:
```
25
Properties=species:S:1:pos:R:3:forces:R:3
C 0.836 1.090 1.899 0.47 -0.39 0.33
C 2.355 1.204 1.784 -0.31 0.19 0.12
C 0.418 -0.304 2.373 -0.04 0.38 -0.08
O 0.225 1.414 0.666 0.66 -1.02 -2.01
H 0.630 0.834 -0.083 -0.71 1.46 2.19
H 0.462 1.835 2.613 0.04 -0.08 -0.15
H -0.667 -0.384 2.397 -0.07 -0.01 0.02
H 0.806 -1.063 1.693 0.07 -0.08 -0.03
H 2.824 1.021 2.749 0.09 -0.07 0.05
H 2.630 2.205 1.455 0.02 0.01 -0.04
H 2.730 0.480 1.060 0.04 -0.06 -0.02
H 0.805 -0.496 3.372 0.03 -0.08 0.05
C -1.371 -0.665 -1.352 2.42 0.09 0.11
C -1.978 -1.221 -2.630 0.21 0.00 0.27
N -2.035 0.520 -0.925 -0.39 0.62 0.41
C 0.231 -0.413 -1.596 -2.37 -1.50 -1.16
N 1.194 -1.178 -1.316 0.43 0.27 0.62
H -1.421 -1.400 -0.541 -0.04 -0.09 -0.09
H -1.554 0.938 -0.122 -0.30 -0.06 -0.45
H -2.101 1.205 -1.669 0.02 -0.01 0.08
H 0.942 -1.942 -0.683 -0.26 0.02 -0.18
H 0.436 0.385 -2.314 0.02 0.40 0.16
H -1.507 -2.164 -2.899 0.02 -0.04 -0.10
H -3.044 -1.384 -2.481 -0.04 0.02 0.00
H -1.845 -0.516 -3.450 0.00 0.04 -0.10
```
Positions in Å, forces in eV/Å.

Values from the calculation:
Lowest unoccupied orbital energy, Eh: 0.038
Frontier orbital gap, eV: 9.90
Energy above the lowest of the compared OMol25 structures with the same formula, charge and spin, eV: 1.679
Net charge: 0

***

Entry 2:
Density functional theory data (ωB97M-V/def2-TZVPD) for C22H33BrCuN6O2 as an isolated structure at a distorted geometry.

Geometry as XYZ:
```
65
Properties=species:S:1:pos:R:3:forces:R:3
Cu -10.366 1.182 -15.887 0.35 0.11 -0.29
C -12.640 -0.868 -16.403 0.16 -0.54 -0.56
N -12.372 0.563 -16.301 -0.47 0.61 0.32
C -13.113 1.068 -15.110 -0.22 -1.86 0.09
C -12.812 1.214 -17.551 0.58 -1.12 -0.71
C -12.518 2.688 -17.500 0.35 -0.80 -0.87
N -11.103 2.898 -17.194 0.62 0.74 -0.25
C -10.882 4.230 -16.575 0.35 -0.24 -0.53
C -10.298 2.844 -18.452 -1.22 -0.26 -0.30
H -13.708 -1.064 -16.374 -0.44 0.07 0.16
H -12.181 -1.400 -15.574 0.17 -0.09 -0.12
H -12.314 -1.261 -17.382 0.25 0.19 0.55
H -14.209 1.071 -15.287 0.48 0.11 0.05
H -12.753 2.008 -14.760 0.16 0.80 0.05
H -12.884 0.325 -14.312 -0.52 0.70 -0.45
H -13.871 0.988 -17.780 0.19 0.28 0.34
H -12.235 0.700 -18.357 -0.29 0.51 0.44
H -13.117 3.081 -16.731 -0.66 0.87 1.08
H -12.823 3.159 -18.439 0.09 0.14 -0.06
H -11.055 5.056 -17.265 -0.11 -0.05 -0.47
H -9.838 4.304 -16.270 -0.12 -0.10 0.27
H -11.566 4.409 -15.763 -0.09 -0.27 0.61
H -10.636 3.670 -19.135 0.41 -0.62 0.47
H -10.471 1.859 -18.938 0.16 0.69 0.25
H -9.249 2.921 -18.215 0.08 0.29 0.00
N -11.108 1.255 -12.546 0.36 0.27 0.23
C -10.921 0.004 -13.143 -0.19 0.97 1.47
O -10.246 -0.007 -14.184 0.52 -0.19 -1.69
C -11.498 -1.141 -12.571 -0.76 0.05 0.67
C -11.449 -2.382 -13.257 -0.01 0.04 0.21
N -11.415 -3.389 -13.823 0.04 0.18 -0.03
C -12.209 -0.946 -11.332 0.51 0.24 -0.19
N -12.657 -0.543 -10.341 0.01 -0.44 -0.49
H -10.360 1.912 -12.758 -0.33 -0.37 -0.14
H -11.425 1.363 -11.586 -0.07 -0.56 -0.32
O -9.918 -0.171 -17.695 1.03 -1.98 0.18
C -9.466 -1.346 -17.621 -1.18 2.10 0.88
C -8.658 -1.874 -16.455 -0.06 -0.38 -1.74
C -7.238 -2.084 -17.027 1.20 0.67 -0.05
C -6.868 -1.311 -18.366 0.59 -0.70 0.10
C -7.389 -1.984 -19.662 -0.08 0.54 -0.55
C -8.857 -1.732 -19.878 -0.91 0.84 0.00
N -9.627 -2.183 -18.689 0.33 -0.27 -0.52
H -9.051 -2.851 -16.206 -0.30 -0.14 0.53
H -8.647 -1.208 -15.626 -0.30 0.45 0.61
H -7.021 -3.129 -17.231 -0.30 -0.30 -0.10
H -6.523 -1.860 -16.193 -0.45 0.25 -0.91
H -5.767 -1.331 -18.437 -0.37 0.24 0.17
H -7.196 -0.257 -18.371 0.22 -0.53 0.20
H -7.231 -3.057 -19.706 0.26 -0.32 0.40
H -6.926 -1.612 -20.601 0.29 0.10 0.72
H -9.210 -2.272 -20.762 -0.14 0.27 0.09
H -9.052 -0.628 -19.973 0.05 -1.11 -0.14
H -9.372 -3.142 -18.477 0.07 0.08 0.16
Br -3.849 2.755 -15.349 -0.25 -0.03 -0.08
C -5.727 2.440 -15.498 -0.13 -0.67 -1.73
C -6.536 2.642 -14.414 -1.08 -0.25 -0.73
C -7.912 2.335 -14.563 0.12 -0.44 0.70
C -8.487 1.855 -15.740 0.02 0.08 -0.20
C -7.627 1.724 -16.857 0.51 0.57 0.67
C -6.260 1.966 -16.741 0.14 0.46 1.14
H -6.112 3.018 -13.507 -0.02 0.07 0.49
H -8.519 2.354 -13.643 0.29 0.22 -0.51
H -8.006 1.492 -17.850 0.03 -0.31 0.35
H -5.610 1.793 -17.591 0.10 0.14 0.10
```
Positions in Å, forces in eV/Å.

Values from the calculation:
Lowest unoccupied orbital energy (spin up / spin down), Eh: 0.014 / -0.015
Frontier orbital gap (spin up / spin down), eV: 8.27 / 7.49
2S+1: 2
Net charge: 0

***

Entry 3:
Density functional theory data (ωB97M-V/def2-TZVPD) for C35H50BrCl2F4N4OS3SiW as an isolated structure.

Geometry as XYZ:
```
102
Properties=species:S:1:pos:R:3:forces:R:3
W 1.137 0.844 0.749 0.06 0.06 0.37
C -0.864 1.624 2.686 -0.05 0.09 0.05
N 0.355 0.892 2.994 -0.02 0.11 -0.23
C 0.120 -0.364 3.721 0.04 -0.05 -0.01
C 1.433 1.676 3.612 0.03 0.03 0.01
C 2.759 1.026 3.227 -0.04 0.01 0.05
N 2.620 0.369 1.916 -0.17 0.03 -0.02
C 3.795 -0.313 1.508 -0.08 -0.07 0.02
C 3.782 -1.698 1.403 0.00 -0.09 -0.01
F 2.659 -2.374 1.688 0.06 0.07 -0.01
C 4.903 -2.389 0.983 0.02 0.03 -0.01
F 4.838 -3.717 0.883 0.01 0.00 0.00
C 6.071 -1.723 0.665 -0.04 0.02 0.01
C 6.094 -0.347 0.782 -0.04 -0.01 0.01
F 7.197 0.336 0.479 0.00 -0.01 0.00
C 4.976 0.351 1.204 0.05 0.08 -0.03
F 5.025 1.686 1.291 -0.02 -0.04 -0.01
H -0.968 2.541 3.270 -0.01 -0.02 0.04
H -1.726 0.978 2.835 0.00 0.00 0.04
H -0.808 2.970 1.207 0.08 -0.07 -0.01
H -0.163 -0.162 4.758 0.00 0.00 0.00
H 1.032 -0.960 3.706 -0.02 0.00 0.01
H -0.665 -0.934 3.231 0.00 0.01 0.01
H 1.324 1.718 4.701 0.00 0.01 -0.01
H 1.381 2.689 3.212 0.01 -0.02 0.01
H 3.093 0.295 3.968 -0.04 -0.02 -0.02
H 3.523 1.804 3.152 0.02 -0.03 0.05
H 6.947 -2.264 0.336 0.00 -0.01 0.00
S 2.198 0.214 -1.152 0.01 0.00 -0.17
C 3.297 1.539 -1.586 0.00 -0.06 0.05
C 4.283 1.367 -2.546 -0.02 -0.01 0.01
C 5.115 2.428 -2.880 -0.01 -0.01 -0.02
C 6.139 2.233 -3.868 0.02 0.04 0.07
N 6.964 2.057 -4.647 0.00 -0.02 -0.05
C 4.944 3.670 -2.252 0.01 0.02 0.02
C 3.954 3.833 -1.293 -0.02 0.00 -0.01
C 3.133 2.767 -0.959 -0.04 0.03 0.04
S 1.889 2.961 0.290 0.06 0.07 -0.03
C 5.784 4.785 -2.591 -0.01 -0.07 -0.06
N 6.442 5.684 -2.868 0.01 0.05 0.03
H 4.411 0.411 -3.036 0.00 0.00 0.00
H 3.832 4.794 -0.809 0.00 0.00 0.00
Cl 0.685 3.087 -3.526 -0.01 0.02 0.05
C -0.231 1.625 -3.181 -0.01 -0.02 -0.04
Cl -1.001 1.674 -1.577 -0.16 0.11 -0.11
H 0.443 0.775 -3.185 -0.01 0.03 -0.01
H -1.023 1.525 -3.914 0.01 -0.01 0.01
C -3.073 -3.586 -2.860 0.01 0.02 0.01
C -1.831 -2.986 -2.170 0.00 -0.03 0.01
C -0.651 -3.946 -2.379 -0.03 0.00 -0.01
C -1.458 -1.672 -2.874 0.00 0.00 0.00
Si -2.219 -2.751 -0.320 -0.02 -0.02 0.01
Br -0.387 -1.417 0.427 0.01 -0.03 0.05
C -3.788 -1.732 0.073 0.00 0.00 -0.01
C -3.692 -0.991 1.416 -0.01 -0.03 0.00
C -5.000 -2.685 0.111 0.02 -0.01 -0.01
C -4.075 -0.664 -0.991 -0.01 0.00 0.00
C -1.941 -4.283 0.792 0.04 0.01 0.02
C -0.475 -4.742 0.869 0.00 0.00 -0.02
C -2.774 -5.452 0.230 0.00 0.02 0.00
C -2.383 -4.014 2.240 -0.02 -0.02 -0.02
H -2.824 -3.796 -3.904 0.00 0.00 -0.01
H -3.923 -2.905 -2.861 0.01 0.00 0.00
H -3.393 -4.525 -2.409 0.00 -0.03 0.02
H -0.429 -3.993 -3.449 0.00 0.00 -0.01
H -0.874 -4.961 -2.053 0.00 -0.01 0.01
H 0.253 -3.606 -1.871 0.00 0.01 0.00
H -1.301 -1.889 -3.935 0.01 0.00 -0.01
H -0.526 -1.264 -2.478 0.00 -0.01 0.02
H -2.228 -0.908 -2.801 -0.01 0.00 0.01
H -3.493 -1.646 2.262 0.01 -0.01 0.01
H -4.645 -0.488 1.603 0.00 0.00 0.01
H -2.915 -0.225 1.377 0.01 0.02 -0.01
H -4.952 -3.402 0.929 0.01 -0.02 0.03
H -5.122 -3.241 -0.820 0.00 0.00 -0.01
H -5.906 -2.090 0.253 0.00 0.00 0.00
H -3.262 0.055 -1.077 0.06 0.05 -0.01
H -4.973 -0.115 -0.693 0.00 0.01 0.00
H -4.271 -1.088 -1.975 0.00 0.01 0.00
H -0.047 -4.992 -0.098 0.00 0.00 0.00
H -0.438 -5.645 1.485 0.00 -0.01 0.00
H 0.168 -3.999 1.342 0.00 0.00 0.01
H -2.409 -5.784 -0.742 0.00 0.00 -0.02
H -3.834 -5.217 0.133 -0.03 0.01 0.00
H -2.688 -6.301 0.913 -0.01 0.00 0.00
H -1.832 -3.180 2.682 0.01 0.01 0.00
H -2.164 -4.902 2.838 0.00 0.00 0.00
H -3.449 -3.816 2.335 -0.02 0.01 -0.01
O -0.795 1.962 1.297 0.26 -0.28 -0.07
S -1.005 4.993 1.431 0.00 -0.01 -0.02
C -0.461 5.570 -0.222 -0.05 0.02 0.00
C -1.722 6.059 -0.927 0.00 0.01 -0.01
C -2.858 5.140 -0.491 0.02 0.01 0.01
C -2.788 5.080 1.030 0.01 0.00 -0.01
H 0.000 4.734 -0.743 -0.01 -0.02 -0.04
H 0.283 6.352 -0.085 0.00 0.01 0.00
H -1.578 6.053 -2.008 -0.01 0.00 0.00
H -1.945 7.085 -0.626 0.00 0.00 0.00
H -2.705 4.141 -0.907 -0.01 -0.01 0.00
H -3.832 5.499 -0.822 0.00 0.00 0.00
H -3.295 4.213 1.451 0.01 0.00 0.00
H -3.199 5.980 1.485 0.00 0.00 0.00
```
Positions in Å, forces in eV/Å.

Values from the calculation:
Lowest unoccupied orbital energy, Eh: -0.124
Frontier orbital gap, eV: 7.20
Energy above the lowest of the compared OMol25 structures with the same formula, charge and spin, eV: 0.326
Net charge: +1